No. 1
{"formula": "CH3ClN2O2", "method": "ωB97M-V/def2-TZVPD", "species": ["C", "N", "N", "O", "O", "Cl", "H", "H", "H"], "coordinates": [[-1.629, -0.400, -0.079], [1.472, -0.228, -0.411], [1.142, 0.576, 0.623], [-1.418, -1.554, 0.147], [0.127, 1.326, 0.450], [-3.124, 0.370, -0.416], [0.529, -0.779, -0.662], [1.403, 0.377, -1.202], [1.497, 0.312, 1.551]], "atomic_forces_ev_per_a": [[0.92, -2.44, 0.54], [-1.96, -2.76, -1.68], [-0.79, 1.12, 0.90], [-0.58, 2.23, -0.30], [0.32, -0.10, 0.91], [-0.53, 0.26, -0.10], [2.41, 0.73, 1.04], [0.74, 0.78, -0.85], [-0.53, 0.18, -0.45]], "fmax_ev_per_a": 3.78, "homo_lumo_gap_ev": [9.0602, 7.9289], "total_energy_ha": -759.9060, "de_lowest_kj_mol": 276.8}

No. 2
{"formula": "CH3ClN2O2", "method": "ωB97M-V/def2-TZVPD", "species": ["C", "N", "N", "O", "O", "Cl", "H", "H", "H"], "coordinates": [[1.309, -0.214, -0.126], [0.352, 0.915, -0.201], [-0.822, 0.787, 0.057], [-1.742, 1.511, -0.080], [-1.220, -0.582, 0.652], [-2.402, -1.304, -0.268], [1.432, -0.214, 0.993], [0.954, -1.090, -0.463], [2.139, 0.192, -0.564]], "atomic_forces_ev_per_a": [[-1.63, 3.63, 4.52], [0.87, 0.02, -0.81], [-0.26, -1.18, -0.34], [-1.12, 1.04, 0.10], [0.54, -0.18, 0.11], [-0.10, 0.12, -0.03], [0.63, -0.82, -0.99], [-1.16, -3.01, -1.35], [2.23, 0.38, -1.20]], "fmax_ev_per_a": 6.02, "homo_lumo_gap_ev": 10.4354, "total_energy_ha": -759.8655, "de_lowest_kj_mol": 383.1}

No. 3
{"formula": "CH3ClN2O2", "method": "ωB97M-V/def2-TZVPD", "species": ["O", "N", "C", "Cl", "N", "O", "H", "H", "H"], "coordinates": [[1.617, -0.147, -0.764], [0.333, -0.073, -0.293], [-0.150, -0.990, 0.726], [0.814, -1.148, 2.324], [-0.430, 0.904, -0.518], [-0.111, 1.814, -1.493], [-1.154, -0.856, 1.066], [-0.171, -2.064, 0.419], [-0.747, 2.559, -1.467]], "atomic_forces_ev_per_a": [[-4.25, -0.51, 1.37], [4.98, 2.21, -1.96], [0.44, -2.75, 1.52], [-0.51, 0.73, -1.65], [-2.41, 0.29, 0.53], [1.60, -1.27, 0.33], [-0.47, 1.15, -0.20], [0.63, 1.19, -0.58], [-0.01, -1.05, 0.65]], "fmax_ev_per_a": 5.79, "homo_lumo_gap_ev": [9.4575, 9.4604], "total_energy_ha": -759.9097, "de_lowest_kj_mol": 267.2}

No. 4
{"formula": "CH3ClN2O2", "method": "ωB97M-V/def2-TZVPD", "species": ["C", "N", "N", "O", "O", "Cl", "H", "H", "H"], "coordinates": [[-1.692, -0.322, -0.254], [1.640, -0.101, -0.319], [0.830, 0.440, 0.690], [-1.245, -1.354, 0.111], [-0.158, 1.222, 0.391], [-3.193, 0.442, -0.439], [1.150, -0.840, -0.883], [2.001, 0.717, -0.907], [0.667, -0.204, 1.610]], "atomic_forces_ev_per_a": [[2.59, -0.32, 0.46], [0.29, 0.73, -0.76], [-1.20, -1.00, 2.14], [-1.51, 0.87, -0.35], [0.66, -1.28, -0.01], [-0.95, -0.25, 0.05], [0.35, 1.26, 0.58], [-0.95, -1.77, 1.00], [0.71, 1.77, -3.11]], "fmax_ev_per_a": 3.64, "homo_lumo_gap_ev": [7.9761, 8.6735], "total_energy_ha": -759.9068, "de_lowest_kj_mol": 274.9}

No. 5
{"formula": "CH3ClN4O2", "method": "ωB97M-V/def2-TZVPD", "species": ["H", "N", "N", "O", "O", "H", "N", "C", "N", "Cl", "H"], "coordinates": [[1.604, 1.707, -0.110], [0.808, 0.992, -0.164], [-0.016, 1.548, -0.922], [-0.006, 2.592, -1.574], [-1.160, 0.744, -1.085], [-0.861, -0.235, -0.764], [-0.209, -0.888, 2.090], [-0.117, -1.365, 1.036], [-0.389, -1.920, -0.024], [0.258, -3.223, -0.842], [0.087, 0.048, 2.357]], "atomic_forces_ev_per_a": [[-1.05, -1.33, -0.05], [2.12, 2.30, 0.33], [-1.48, -0.58, -1.30], [0.06, -1.34, 1.26], [1.13, -1.52, 0.42], [-0.73, 2.49, -0.84], [-0.10, 2.58, 4.23], [0.13, -2.72, -3.45], [-0.74, 0.59, -0.76], [0.51, 0.02, 0.26], [0.17, -0.48, -0.11]], "fmax_ev_per_a": 4.96, "homo_lumo_gap_ev": 10.4791, "total_energy_ha": -869.3945, "de_lowest_kj_mol": 160.8}

No. 6
{"formula": "CH3ClO", "method": "ωB97M-V/def2-TZVPD", "species": ["C", "O", "Cl", "H", "H", "H"], "coordinates": [[-0.217, -0.619, 0.575], [0.457, 1.076, -1.270], [-1.033, -1.666, -0.389], [0.849, -0.722, 0.669], [-0.771, 0.131, 1.109], [0.716, 1.800, -0.695]], "atomic_forces_ev_per_a": [[0.87, 2.14, -2.30], [-0.73, -1.82, 1.66], [-0.20, -0.36, 0.02], [0.09, -0.22, 0.24], [-0.13, -0.03, 0.25], [0.10, 0.29, 0.14]], "fmax_ev_per_a": 3.26, "homo_lumo_gap_ev": [7.1713, 7.1618], "total_energy_ha": -575.1660, "de_lowest_kj_mol": 415.1}

No. 7
{"formula": "CH3ClO3P", "method": "ωB97M-V/def2-TZVPD", "species": ["C", "O", "O", "O", "P", "Cl", "H", "H", "H"], "coordinates": [[-0.338, 1.113, -0.403], [0.107, -0.243, 1.973], [1.931, -0.282, 0.215], [-0.917, -1.671, -0.776], [0.502, -0.204, 0.597], [0.086, -2.606, 0.160], [-0.432, 2.081, 0.184], [0.409, 1.089, -1.139], [-1.349, 0.723, -0.812]], "atomic_forces_ev_per_a": [[-2.11, -1.00, 1.16], [-1.55, -0.25, 2.59], [-0.48, -0.03, -0.71], [0.41, 1.06, 0.32], [0.98, 1.30, -1.89], [0.06, -1.50, 0.08], [0.27, -1.26, -0.79], [0.60, 0.88, -1.58], [1.81, 0.80, 0.82]], "fmax_ev_per_a": 3.03, "homo_lumo_gap_ev": 8.4217, "total_energy_ha": -1067.1909, "total_charge": -1, "de_lowest_kj_mol": 241.8}

No. 8
{"formula": "CH3ClO3P", "method": "ωB97M-V/def2-TZVPD", "species": ["C", "O", "O", "O", "P", "Cl", "H", "H", "H"], "coordinates": [[0.695, -0.650, -0.732], [-0.744, -1.472, 1.588], [-2.001, -0.477, -0.436], [-0.015, 3.325, 0.866], [-0.768, -0.655, 0.382], [-0.166, 1.681, 1.118], [0.540, 0.213, -1.300], [1.710, -0.492, -0.044], [0.749, -1.473, -1.441]], "atomic_forces_ev_per_a": [[2.42, -0.28, 3.09], [0.83, 0.15, 0.96], [0.95, 0.09, 0.50], [-0.23, -0.49, -0.59], [-1.59, 0.04, -2.90], [0.35, -0.02, 1.30], [-0.05, 1.54, -0.80], [-2.66, -0.62, -2.02], [-0.03, -0.41, 0.48]], "fmax_ev_per_a": 3.93, "homo_lumo_gap_ev": 7.6578, "total_energy_ha": -1067.1806, "total_charge": -1, "de_lowest_kj_mol": 268.8}

No. 9
{"formula": "CH3ClOS", "method": "ωB97M-V/def2-TZVPD", "species": ["C", "O", "S", "Cl", "H", "H", "H"], "coordinates": [[1.475, -0.121, -0.082], [-1.984, 1.463, 0.627], [-1.980, 0.493, -0.482], [-2.546, -1.426, 0.034], [1.249, -0.761, 0.866], [1.842, 0.958, 0.022], [1.945, -0.606, -0.985]], "atomic_forces_ev_per_a": [[1.32, 0.01, 0.66], [-0.18, -0.93, -0.40], [0.28, 0.59, 0.18], [0.03, 0.33, 0.25], [0.37, 1.40, -2.02], [-0.94, -1.66, 0.18], [-0.89, 0.25, 1.16]], "fmax_ev_per_a": 2.49, "homo_lumo_gap_ev": [7.8290, 9.0871], "total_energy_ha": -973.3975, "de_lowest_kj_mol": 244.8}

No. 10
{"formula": "CH3F2N", "method": "ωB97M-V/def2-TZVPD", "species": ["C", "N", "F", "H", "H", "F", "H"], "coordinates": [[-0.471, -0.551, 0.092], [-0.751, 0.658, 0.027], [-2.051, 1.045, 0.126], [0.595, -0.932, -0.117], [-1.194, -1.429, 0.344], [1.489, 2.017, -0.354], [0.616, 2.249, -0.602]], "atomic_forces_ev_per_a": [[-0.28, -3.88, 0.45], [1.72, 1.47, -0.99], [-1.04, -0.81, 0.55], [-1.60, 1.38, 0.49], [0.83, 1.86, -0.55], [0.03, 0.44, -0.29], [0.35, -0.47, 0.35]], "fmax_ev_per_a": 3.91, "homo_lumo_gap_ev": 12.2381, "total_energy_ha": -294.2878, "de_lowest_kj_mol": 256.2}